# C25H57BN8O10

A 8-piece molecular cluster, C25H57BN8O10 overall (the ωB97M-V functional and the def2-TZVPD basis, OMol25).

Properties
Total charge: -2
Spin multiplicity: 1
Relative energy (zero: lowest compared OMol25 entry of this formula, charge and spin) (kcal per mole): 24.2

Geometry (Å):
C1 -2.2457 -1.6105 1.4658
C2 -2.3156 -0.6426 0.2123
O1 -1.6781 -1.0284 -0.8263
N1 -2.9812 0.6379 0.1421
C3 -2.5310 1.5984 1.1786
B1 -4.5084 0.5510 -0.0148
C4 -5.2960 -0.3279 1.1335
O2 -5.6715 0.2486 2.2356
O3 -5.5669 -1.6882 0.9437
H1 -2.3592 -1.0198 2.4347
H2 -3.0806 -2.3906 1.3476
H3 -1.2659 -2.1983 1.5374
H4 -3.2945 2.4246 1.3822
H5 -1.6153 2.1574 0.7355
H6 -2.1576 1.1202 2.1434
H7 -4.7444 0.0455 -1.0858
H8 -4.9569 1.6598 0.0526
C5 -1.0805 -6.0176 -2.0408
C6 -0.5489 -4.9917 -1.0753
O4 -1.0465 -4.8172 0.0241
N2 0.5206 -4.2434 -1.4591
C7 1.2536 -4.2902 -2.7043
H9 -1.9307 -6.5284 -1.5894
H10 -1.4171 -5.5316 -2.9589
H11 -0.3099 -6.7595 -2.2648
H12 0.8123 -3.5782 -0.7575
H13 2.2977 -4.5185 -2.4754
H14 1.1981 -3.3039 -3.1715
H15 0.8595 -5.0384 -3.3888
C8 4.8680 -1.4823 -0.4177
C9 4.5525 -2.9323 -0.1683
O5 4.5259 -3.7569 -1.0741
N3 4.2907 -3.3194 1.1083
C10 4.2706 -2.5089 2.3077
H16 5.0523 -1.3324 -1.4812
H17 4.0230 -0.8570 -0.1221
H18 5.7653 -1.1920 0.1330
H19 4.0879 -4.3050 1.1930
H20 5.0044 -2.9133 3.0089
H21 3.2767 -2.5802 2.7543
H22 4.5013 -1.4662 2.1034
C11 -6.0385 3.7349 -2.1497
C12 -4.7557 3.8814 -1.3759
O6 -4.5751 3.3254 -0.3085
N4 -3.7662 4.6614 -1.9003
C13 -3.7634 5.4012 -3.1414
H23 -6.7163 3.0827 -1.5990
H24 -6.5185 4.7096 -2.2727
H25 -5.8408 3.2837 -3.1246
H26 -2.9421 4.6996 -1.3190
H27 -2.9352 5.0350 -3.7521
H28 -3.5972 6.4577 -2.9100
H29 -4.6956 5.2935 -3.6924
C14 1.0865 3.7213 -2.1038
C15 -0.1134 3.1163 -2.7818
O7 -0.9989 3.8047 -3.2806
N5 -0.2055 1.7641 -2.8316
C16 0.7145 0.7783 -2.3090
H30 1.0135 4.8079 -2.1448
H31 1.1181 3.4165 -1.0558
H32 2.0020 3.4182 -2.6142
H33 -1.0394 1.4376 -3.3001
H34 1.0536 0.1507 -3.1375
H35 0.1757 0.1560 -1.5887
H36 1.5753 1.2352 -1.8240
C17 -5.3451 2.1329 4.7785
C18 -4.8719 1.7813 6.1612
O8 -3.6831 1.7331 6.4573
N6 -5.8150 1.5087 7.1093
C19 -7.2537 1.5093 6.9673
H37 -4.4842 2.3214 4.1386
H38 -5.9149 1.3028 4.3500
H39 -5.9573 3.0383 4.8106
H40 -5.4220 1.2816 8.0109
H41 -7.6698 2.2338 7.6732
H42 -7.6255 0.5135 7.2208
H43 -7.5662 1.7659 5.9579
C20 4.1837 7.1672 -0.6957
C21 3.8164 5.7302 -0.4382
O9 3.7759 4.9002 -1.3342
N7 3.5228 5.3634 0.8388
C22 3.5117 6.1841 2.0305
H44 4.3887 7.3007 -1.7576
H45 3.3558 7.8231 -0.4185
H46 5.0821 7.4330 -0.1341
H47 3.2862 4.3854 0.9287
H48 4.2212 5.7619 2.7460
H49 2.5095 6.1494 2.4629
H50 3.7801 7.2170 1.8210
C23 6.0756 -6.0115 -2.4365
C24 6.9532 -7.1422 -2.8999
O10 7.6284 -7.0693 -3.9191
N8 6.9843 -8.2770 -2.1468
C25 6.2688 -8.5613 -0.9215
H51 6.1566 -5.1812 -3.1366
H52 5.0332 -6.3335 -2.4031
H53 6.3964 -5.6650 -1.4528
H54 7.5947 -8.9886 -2.5216
H55 6.9992 -8.7810 -0.1390
H56 5.6462 -9.4443 -1.0830
H57 5.6424 -7.7292 -0.6088



# C25H57Br2F3N7O6

A 4-piece molecular cluster, C25H57Br2F3N7O6 overall (the ωB97M-V functional and the def2-TZVPD basis, OMol25).

Properties
Total charge: +1
Spin multiplicity: 1
Relative energy (zero: lowest compared OMol25 entry of this formula, charge and spin) (kcal per mole): 13.8

Geometry (Å):
N1 -4.4292 0.0830 0.9455
C1 -3.5746 0.6581 0.2409
C2 -2.2281 0.0589 -0.0229
N2 -1.4407 -0.0840 1.1979
C3 0.0390 0.0541 1.1790
C4 0.5276 1.4163 0.7175
C5 0.2875 2.5457 1.6739
F1 -1.0301 2.8740 1.6854
Br1 0.8819 2.1147 3.4734
C6 1.0081 3.8376 1.2463
F2 0.5054 4.2521 0.1190
F3 0.7532 4.7725 2.1336
Br2 2.9233 3.6504 1.1373
C7 -2.0520 -0.3969 2.3611
N3 -2.0240 0.3984 3.3916
N4 -2.7127 -1.5579 2.5076
H1 -5.2824 0.6309 1.0130
H2 -3.7947 1.6228 -0.2079
H3 -2.3879 -0.9247 -0.4667
H4 -1.6675 0.6534 -0.7273
H5 0.4541 -0.2655 2.1219
H6 0.3911 -0.6634 0.4424
H7 1.6009 1.3426 0.5948
H8 0.1531 1.6371 -0.2719
H9 -2.7686 0.1642 4.0547
H10 -2.2034 1.3548 3.0819
H11 -3.7136 -1.4163 2.3287
H12 -2.3935 -2.2305 1.8167
C8 -2.4684 6.5040 4.7947
O1 -2.2241 6.2114 6.1573
C9 -3.2806 6.6012 7.0317
C10 -3.9473 5.3836 7.6359
N5 -4.7043 4.6475 6.6285
C11 -5.1789 3.3392 7.0716
C12 -4.1288 2.2817 7.3989
O2 -3.3849 1.8393 6.2694
C13 -2.2502 2.6272 5.9462
H13 -1.5578 6.2793 4.2403
H14 -3.2829 5.8914 4.3905
H15 -2.7073 7.5616 4.6552
H16 -4.0079 7.2397 6.5236
H17 -2.8303 7.1864 7.8378
H18 -4.6263 5.7011 8.4315
H19 -3.1584 4.7660 8.0852
H20 -4.1188 4.5148 5.8146
H21 -5.8103 2.9433 6.2715
H22 -5.8246 3.4755 7.9436
H23 -4.6598 1.4006 7.7676
H24 -3.4556 2.5910 8.2046
H25 -1.7890 3.0838 6.8231
H26 -2.5089 3.4009 5.2163
H27 -1.5235 1.9669 5.4749
C14 1.5281 -1.4268 -6.4963
O3 2.7203 -1.3731 -5.7315
C15 3.6157 -0.3406 -6.1349
C16 3.7283 0.7098 -5.0511
N6 2.4885 1.4668 -4.9209
C17 2.4404 2.3282 -3.7444
C18 2.4659 1.6561 -2.3738
O4 1.3035 0.8823 -2.0823
C19 1.3409 -0.4590 -2.5522
H28 0.9802 -2.3176 -6.1908
H29 0.8955 -0.5503 -6.3182
H30 1.7486 -1.5045 -7.5640
H31 3.3168 0.0985 -7.0899
H32 4.5988 -0.7991 -6.2736
H33 4.5441 1.3951 -5.2960
H34 3.9857 0.1907 -4.1175
H35 1.7140 0.8175 -4.8743
H36 1.5167 2.9088 -3.8136
H37 3.2666 3.0430 -3.7973
H38 2.4895 2.4574 -1.6275
H39 3.3715 1.0617 -2.2127
H40 2.3550 -0.8626 -2.5616
H41 0.8999 -0.5427 -3.5476
H42 0.7350 -1.0674 -1.8754
C20 2.6730 -6.3894 -6.4768
O5 1.5699 -6.0960 -5.6370
C21 1.1433 -7.1945 -4.8379
C22 1.4105 -6.9234 -3.3719
N7 2.8394 -6.9438 -3.0832
C23 3.1868 -6.4597 -1.7499
C24 2.9035 -4.9922 -1.4397
O6 3.6986 -4.0827 -2.1772
C25 3.1966 -3.7426 -3.4612
H43 2.8346 -5.5275 -7.1223
H44 3.5850 -6.5648 -5.8970
H45 2.4684 -7.2607 -7.1049
H46 1.6089 -8.1303 -5.1577
H47 0.0634 -7.2942 -4.9818
H48 0.9151 -7.6893 -2.7681
H49 0.9588 -5.9509 -3.1309
H50 3.3202 -6.3708 -3.7642
H51 4.2592 -6.6232 -1.6203
H52 2.6804 -7.0840 -1.0068
H53 3.1630 -4.8280 -0.3893
H54 1.8387 -4.7429 -1.5351
H55 2.1035 -3.7588 -3.4956
H56 3.6025 -4.4071 -4.2272
H57 3.5340 -2.7349 -3.6989



# C25H57N3O8

A 9-piece molecular cluster, C25H57N3O8 overall (the ωB97M-V functional and the def2-TZVPD basis, OMol25).

Properties
SMILES: NCc1cccc2nccnc12.CCO.CCO.CCO.CCO.CCO.CCO.CCO.CCO
Spin multiplicity: 1
Relative energy (zero: lowest compared OMol25 entry of this formula, charge and spin) (kcal per mole): 0.0

Geometry (Å):
N1 3.8153 1.2372 -0.3667
C1 2.9072 2.3509 0.0365
C2 2.1208 2.8877 -1.1392
C3 2.7121 3.7684 -2.0056
C4 2.0214 4.2359 -3.1427
C5 0.7458 3.8094 -3.3785
C6 0.1053 2.9117 -2.5032
N2 -1.1634 2.5084 -2.7838
C7 -1.6599 1.6482 -1.9403
C8 -0.9644 1.1731 -0.8181
N3 0.2386 1.5439 -0.4899
C9 0.7861 2.4366 -1.3702
H1 4.4568 1.6305 -1.0495
H2 3.2451 0.6037 -0.9206
H3 3.5052 3.1460 0.4638
H4 2.2381 1.9553 0.7839
H5 3.7186 4.1045 -1.8135
H6 2.5182 4.9189 -3.8112
H7 0.2114 4.1506 -4.2496
H8 -2.6594 1.2789 -2.1105
H9 -1.4619 0.4561 -0.1865
C10 0.2389 -2.1644 2.6932
C11 -0.2040 -1.4836 1.4150
O1 -1.5781 -1.7540 1.1204
H10 0.1007 -3.2439 2.6186
H11 1.2911 -1.9611 2.8978
H12 -0.3529 -1.8157 3.5419
H13 0.3780 -1.8520 0.5695
H14 -0.0594 -0.4043 1.4831
H15 -2.0928 -1.4163 1.8598
C12 -1.4395 3.3310 3.3471
C13 -1.3387 2.0241 2.5844
O2 -1.0159 0.9327 3.4471
H16 -0.4980 3.5380 3.8570
H17 -1.6672 4.1610 2.6759
H18 -2.2222 3.2787 4.1082
H19 -0.5506 2.0633 1.8381
H20 -2.2817 1.8073 2.0685
H21 -1.7096 0.8587 4.1099
C14 0.5429 1.3157 6.5843
C15 1.1737 2.6406 6.9669
O3 0.2245 3.5263 7.5639
H22 -0.2829 1.4790 5.8951
H23 1.2700 0.6599 6.1045
H24 0.1441 0.8058 7.4657
H25 1.5578 3.1449 6.0827
H26 2.0114 2.4875 7.6546
H27 -0.1143 3.1024 8.3573
C16 -2.0295 -2.8209 -3.7335
C17 -1.1909 -1.7982 -2.9947
O4 -1.7352 -1.4885 -1.7110
H28 -3.0518 -2.4578 -3.8583
H29 -1.6076 -3.0359 -4.7143
H30 -2.0809 -3.7554 -3.1696
H31 -1.1542 -0.8606 -3.5500
H32 -0.1665 -2.1652 -2.8752
H33 -1.7585 -2.2979 -1.1897
C18 1.5018 7.2152 3.9550
C19 1.5744 5.8956 3.2093
O5 1.9050 4.8143 4.0766
H34 2.4518 7.4255 4.4467
H35 1.2681 8.0371 3.2764
H36 0.7319 7.1782 4.7292
H37 2.3536 5.9282 2.4492
H38 0.6220 5.6852 2.7097
H39 1.2206 4.7649 4.7521
C20 1.3610 -5.2809 -6.8548
C21 1.6740 -4.5693 -5.5516
O6 0.5724 -4.6108 -4.6463
H40 0.4869 -4.8351 -7.3302
H41 2.2033 -5.2232 -7.5456
H42 1.1360 -6.3348 -6.6748
H43 1.8814 -3.5159 -5.7325
H44 2.5555 -5.0116 -5.0755
H45 0.3795 -5.5346 -4.4609
C22 -6.0957 -3.6748 -2.9578
C23 -6.4687 -3.1243 -4.3216
O7 -7.8162 -3.4329 -4.6709
H46 -6.2334 -4.7562 -2.9331
H47 -5.0568 -3.4475 -2.7146
H48 -6.7323 -3.2465 -2.1798
H49 -5.8431 -3.5660 -5.0955
H50 -6.3248 -2.0387 -4.3487
H51 -8.3892 -3.0396 -4.0067
C24 3.1373 -4.1822 -0.3248
C25 3.4350 -4.0275 1.1558
O8 2.6247 -4.9017 1.9407
H52 2.0848 -3.9750 -0.5224
H53 3.7466 -3.5023 -0.9223
H54 3.3384 -5.2048 -0.6539
H55 3.2149 -3.0125 1.4820
H56 4.4911 -4.2314 1.3608
H57 2.8205 -5.8009 1.6625



# C25H58N4O12P3

A 4-piece molecular cluster, C25H58N4O12P3 overall (the ωB97M-V functional and the def2-TZVPD basis, OMol25).

Properties
Total charge: +1
Spin multiplicity: 1

Geometry (Å):
N1 -0.4538 -2.4768 4.7272
C1 0.4372 -3.1880 3.8330
N2 0.5879 -2.3901 2.6068
N3 -0.1732 -4.4598 3.4023
C2 1.8883 -3.4445 4.4483
C3 1.9693 -3.2533 5.9474
C4 1.3794 -4.0545 6.9106
C5 1.5442 -3.8072 8.2820
C6 2.3403 -2.7133 8.6684
C7 2.9102 -1.9362 7.6824
N4 2.7133 -2.2152 6.3903
H1 -1.2263 -2.1531 4.1432
H2 -0.9047 -3.1337 5.3640
H3 1.4235 -2.7052 2.1165
H4 0.7668 -1.4223 2.8778
H5 -0.3195 -5.0596 4.2122
H6 0.4710 -4.9092 2.7549
H7 2.1591 -4.4890 4.2371
H8 2.6040 -2.7595 3.9663
H9 0.7776 -4.9160 6.6184
H10 1.0986 -4.4509 9.0421
H11 2.5321 -2.4791 9.7148
H12 3.5442 -1.1029 7.9861
H13 3.1484 -1.6082 5.7002
O1 -5.3365 2.4902 1.3032
P1 -4.1721 2.3275 2.2354
O2 -4.5730 0.8181 2.8010
C8 -4.9396 -0.2132 1.8902
C9 -3.7258 -0.8065 1.1955
O3 -4.7189 3.2578 3.4810
C10 -5.4083 4.4860 3.2069
C11 -6.8962 4.3131 3.4367
O4 -2.7042 2.1844 3.0492
C12 -2.6767 1.7193 4.4013
C13 -1.9262 0.4075 4.4428
H14 -5.6588 0.1508 1.1554
H15 -5.4459 -0.9867 2.4708
H16 -3.1184 -0.0276 0.7254
H17 -4.0333 -1.5223 0.4320
H18 -3.0870 -1.3293 1.9099
H19 -5.2070 4.8283 2.1920
H20 -5.0138 5.2427 3.8875
H21 -7.2823 3.4372 2.9154
H22 -7.4453 5.1922 3.0960
H23 -7.1008 4.1660 4.4988
H24 -3.6687 1.6076 4.8290
H25 -2.1483 2.4689 4.9942
H26 -2.3670 -0.3116 3.7517
H27 -1.9391 -0.0214 5.4465
H28 -0.8876 0.5517 4.1347
O5 3.3827 1.8483 1.6572
P2 2.9959 2.3256 0.2894
O6 1.8479 1.2180 -0.1202
C14 0.8275 0.8782 0.8065
C15 -0.2530 1.9410 0.8853
O7 4.3078 1.7469 -0.5337
C16 5.5951 1.7348 0.0887
C17 5.9586 0.3249 0.5122
O8 2.6533 3.3198 -0.9563
C18 2.4955 2.7973 -2.2904
C19 1.0744 3.0122 -2.7583
H29 1.2501 0.6913 1.7984
H30 0.3889 -0.0630 0.4666
H31 0.1713 2.9299 1.0790
H32 -0.9719 1.7068 1.6693
H33 -0.7953 2.0004 -0.0607
H34 5.6250 2.4175 0.9376
H35 6.3177 2.0981 -0.6442
H36 5.1573 -0.1368 1.0905
H37 6.8698 0.3232 1.1134
H38 6.1203 -0.3043 -0.3649
H39 2.7578 1.7447 -2.3543
H40 3.1857 3.3451 -2.9334
H41 0.3623 2.5783 -2.0570
H42 0.9194 2.5545 -3.7374
H43 0.8465 4.0773 -2.8262
O9 0.4057 0.5982 -5.9487
P3 0.7091 0.1411 -7.3415
O10 -0.5688 -0.8509 -7.6410
C20 -1.8925 -0.4260 -7.3329
C21 -2.4234 0.5510 -8.3659
O11 1.8731 -0.9736 -6.9640
C22 2.7649 -0.7293 -5.8737
C23 2.3755 -1.5758 -4.6772
O12 1.2224 0.1515 -8.8931
C24 1.3256 -1.0729 -9.6404
C25 0.3467 -1.0488 -10.7934
H44 -1.9405 0.0111 -6.3338
H45 -2.5184 -1.3198 -7.3168
H46 -1.7364 1.3894 -8.5080
H47 -3.3959 0.9397 -8.0607
H48 -2.5434 0.0620 -9.3335
H49 2.7823 0.3292 -5.6132
H50 3.7701 -0.9974 -6.2054
H51 1.3158 -1.4725 -4.4430
H52 2.9575 -1.2942 -3.7968
H53 2.5528 -2.6324 -4.8875
H54 1.1575 -1.9496 -9.0211
H55 2.3466 -1.1319 -10.0205
H56 -0.6665 -0.8624 -10.4397
H57 0.3587 -2.0003 -11.3271
H58 0.5935 -0.2487 -11.4931



# C25H58N7O10P

A 7-piece molecular cluster, C25H58N7O10P overall (the ωB97M-V functional and the def2-TZVPD basis, OMol25).

Properties
SMILES: COCCCC[C@H](OC=O)P(N)O.CN(C)C=O.CN(C)C=O.CN(C)C=O.CN(C)C=O.CN(C)C=O.CN(C)C=O
Spin multiplicity: 1

Geometry (Å):
C1 3.7344 -1.9381 0.1265
O1 2.7622 -0.9481 -0.1250
C2 2.0012 -1.2035 -1.2916
C3 0.5260 -1.2271 -0.9632
C4 0.1191 -2.4393 -0.1387
C5 -1.2021 -2.3408 0.6172
C6 -2.4791 -1.9223 -0.0981
O2 -2.9291 -2.8819 -1.0921
C7 -2.1032 -3.0660 -2.1378
O3 -1.6335 -4.1678 -2.4114
P1 -2.5436 -0.1122 -0.5121
N1 -4.2340 0.1648 -0.5582
O4 -2.1796 0.0009 -2.1149
H1 3.2871 -2.9287 0.1331
H2 4.1528 -1.7563 1.1082
H3 4.5219 -1.8850 -0.6232
H4 2.1789 -0.3843 -1.9880
H5 2.3229 -2.1177 -1.7853
H6 0.2965 -0.3241 -0.4023
H7 -0.0181 -1.2242 -1.9042
H8 0.8967 -2.6232 0.5960
H9 0.1103 -3.3286 -0.7612
H10 -1.3993 -3.3067 1.0734
H11 -1.0842 -1.6444 1.4440
H12 -3.2576 -1.9527 0.6589
H13 -1.8684 -2.2041 -2.7668
H14 -4.5692 0.0460 -1.5112
H15 -4.3226 1.1562 -0.3798
H16 -1.3644 0.4915 -2.2044
C8 2.1604 -8.0443 -3.0727
N2 1.4712 -7.2489 -2.0784
C9 0.0570 -6.9376 -2.2670
C10 2.0883 -6.7949 -0.9779
O5 1.5527 -6.1446 -0.0988
H17 2.1358 -7.5437 -4.0425
H18 1.6866 -9.0231 -3.1710
H19 3.1984 -8.1866 -2.7792
H20 -0.0888 -5.8605 -2.3145
H21 -0.5156 -7.3241 -1.4241
H22 -0.2974 -7.3924 -3.1878
H23 3.1519 -7.0937 -0.9265
C11 -5.2050 5.7368 -2.9216
N3 -4.6945 4.3860 -2.8039
C12 -5.5754 3.2726 -3.1209
C13 -3.4361 4.1255 -2.4127
O6 -2.9648 3.0105 -2.3016
H24 -6.0625 5.8674 -2.2592
H25 -5.5231 5.9245 -3.9489
H26 -4.4340 6.4553 -2.6519
H27 -5.6922 2.6251 -2.2514
H28 -5.1537 2.6780 -3.9315
H29 -6.5480 3.6570 -3.4175
H30 -2.8526 5.0373 -2.1975
C14 -9.2300 9.4284 -4.0145
N4 -8.9738 8.0557 -4.4030
C15 -8.4461 7.7768 -5.7286
C16 -9.2098 7.0217 -3.5767
O7 -9.0101 5.8555 -3.8520
H31 -9.9622 9.8829 -4.6843
H32 -8.3086 10.0128 -4.0521
H33 -9.6204 9.4571 -3.0000
H34 -9.1316 7.1337 -6.2802
H35 -7.4879 7.2621 -5.6535
H36 -8.3132 8.7109 -6.2671
H37 -9.6106 7.3322 -2.5966
C17 2.4397 4.1644 2.5377
N5 2.0961 2.7604 2.4797
C18 3.1670 1.7709 2.4487
C19 0.8232 2.3327 2.4453
O8 0.4992 1.1635 2.4141
H38 3.0358 4.4462 1.6673
H39 3.0201 4.3777 3.4377
H40 1.5326 4.7664 2.5517
H41 3.0871 1.1761 1.5365
H42 3.0734 1.0971 3.3010
H43 4.1279 2.2708 2.4894
H44 0.0839 3.1545 2.4443
C20 7.0273 2.2837 6.9896
N6 6.1605 2.2366 5.8291
C21 4.8702 1.5710 5.9305
C22 6.5081 2.7831 4.6553
O9 5.8104 2.7665 3.6578
H45 7.2800 1.2731 7.3148
H46 6.5331 2.8052 7.8114
H47 7.9457 2.8113 6.7427
H48 4.8135 0.7489 5.2174
H49 4.0652 2.2714 5.7052
H50 4.7428 1.1845 6.9375
H51 7.5043 3.2559 4.6724
C23 5.7143 -7.0919 1.9193
N7 4.9874 -6.3336 2.9145
C24 3.5802 -6.0336 2.6854
C25 5.5722 -5.8957 4.0431
O10 5.0133 -5.2542 4.9095
H52 5.7108 -6.5646 0.9624
H53 5.2572 -8.0742 1.7805
H54 6.7454 -7.2286 2.2382
H55 3.4248 -4.9573 2.6754
H56 2.9718 -6.4537 3.4863
H57 3.2616 -6.4497 1.7345
H58 6.6379 -6.1779 4.1137



What max |F| values result from the calculations? In sequence: 4.45; 2.55; 1.06; 8.96; 2.69 eV/A.
What gap between HOMO and LUMO values result from the calculations? In sequence: 2.036; 6.769; 8.691; 6.881; 8.460 eV.